{"formula": "C3H7NO2", "method": "wB97M-V/def2-TZVPD", "homo_energy_ev": -9.213, "multiplicity": 1, "lumo_ev": 0.901, "smiles": "C/N=C(/O)OC", "gap_ev": 10.1, "species": ["O", "O", "N", "C", "C", "C", "H", "H", "H", "H", "H", "H", "H"], "coordinates": [[-0.01175, -0.90235, -0.27559], [-1.17364, 0.18848, 1.36359], [0.23732, 1.38380, 0.18913], [-0.69518, -2.09138, 0.13475], [1.19647, 1.72036, -0.81514], [-0.26455, 0.23827, 0.37133], [-0.25734, -2.89601, -0.45861], [-1.07778, 1.14385, 1.58279], [0.83198, 2.60525, -1.34571], [1.38296, 0.92022, -1.53552], [-1.76751, -2.02300, -0.06917], [-0.54307, -2.29051, 1.19856], [2.14208, 2.00302, -0.34042]], "atomic_forces_ev_per_a": [[0.06, 0.30, 0.01], [0.02, 0.07, 0.08], [-0.05, -0.25, -0.03], [-0.11, -0.18, 0.07], [0.23, 0.01, -0.28], [0.29, 0.43, -0.15], [-0.08, 0.16, 0.10], [-0.65, -0.48, 0.54], [0.12, -0.12, -0.07], [0.06, 0.01, -0.04], [0.16, 0.06, 0.01], [0.01, 0.08, -0.15], [-0.05, -0.08, -0.10]]}